No. 1
A gas-phase ion, C8H16N3 (charge +1) at a distorted geometry. Source: OMol25; level of theory: the ωB97M-V functional and the def2-TZVPD basis.

Element x y z (Å)
N1 -0.084 -0.475 -0.401
N2 -2.141 -1.238 0.701
H1 -3.992 -0.496 1.062
C1 1.495 1.378 -0.348
C2 -3.040 -0.497 0.457
H2 -0.969 -2.428 -0.495
C3 0.909 0.211 0.434
N3 -2.388 1.644 -0.422
C4 0.283 0.799 1.607
H3 2.060 0.876 -1.236
H4 -1.338 -0.552 -2.062
C5 -3.237 0.847 -0.592
H5 1.795 -1.759 1.510
C6 -0.388 -0.132 -1.698
H6 2.273 -1.293 -0.183
H7 -4.220 0.522 -1.050
H8 0.978 0.899 2.427
H9 -0.147 1.721 1.388
C7 1.998 -0.836 0.775
H10 -0.433 0.154 1.957
H11 -0.679 0.875 -1.756
H12 -0.366 -1.941 1.173
H13 0.736 2.037 -0.807
C8 -0.834 -1.621 0.213
H14 2.176 1.848 0.301
H15 0.366 -0.572 -2.416
H16 2.812 -0.223 1.146

ΔE to the lowest compared entry with this formula, charge and spin ... 590.37 kJ/mol
Charge ... +1
Gap between HOMO and LUMO (alpha / beta) ... 8.91 / 5.63 eV
E_LUMO (alpha / beta) ... -0.1921 / -0.2470 hartree

***

No. 2
3 unconnected molecules or ions with the total composition C18H50FN8O4P3S at a distorted geometry. Source: OMol25; level of theory: the ωB97M-V functional and the def2-TZVPD basis.

Element x y z (Å)
C1 -1.330 -1.134 2.157
C2 0.549 -2.883 -0.880
H1 0.576 -0.247 3.838
H2 -1.019 -0.116 1.906
H3 -8.378 0.836 -0.781
H4 -4.143 -2.280 0.385
H5 2.807 1.279 -3.367
H6 -6.995 2.151 -3.563
H7 8.937 5.648 -2.517
H8 -7.959 -0.644 0.093
H9 -6.678 -2.386 -0.176
C3 -0.472 -4.183 0.807
P1 1.175 -2.036 1.640
H10 2.811 -1.908 4.219
H11 9.074 3.477 -2.957
N1 -0.205 -1.916 2.746
C4 8.179 3.078 -2.409
P2 -5.142 0.408 -0.884
C5 1.353 -4.275 3.427
F1 5.548 5.283 1.365
O1 2.402 -2.023 0.712
O2 -4.109 0.314 0.247
H12 0.639 -3.984 4.207
O3 6.216 3.107 2.419
H13 -5.323 2.269 1.246
N2 -6.137 0.638 -2.334
H14 6.167 -0.309 0.181
H15 -1.729 -1.596 1.259
O4 4.030 3.272 1.404
H16 -7.191 -1.668 -1.731
C6 3.137 0.848 -2.391
H17 3.688 -3.413 3.910
N3 -5.174 -1.296 -1.191
H18 5.516 0.791 1.432
H19 8.124 6.178 -1.005
H20 0.828 -1.875 -1.188
H21 -0.948 -4.203 1.787
C7 -5.436 0.199 -3.574
H22 4.388 -0.260 0.356
H23 -5.200 -0.862 -3.561
C8 -6.317 2.150 0.810
C9 7.360 4.255 -1.807
N4 0.176 -2.916 0.532
H24 -8.391 0.762 0.975
H25 -0.808 -1.055 4.597
H26 7.294 6.325 -2.669
N5 6.211 4.163 -1.196
C10 3.595 2.092 -1.482
N6 6.162 3.126 -0.244
C11 3.101 -2.622 3.439
C12 -4.052 -2.090 -0.691
H27 7.585 2.523 -3.186
C13 5.305 0.376 0.418
H28 -3.999 -3.054 -1.206
H29 2.895 2.128 -0.616
N7 -6.452 0.843 0.164
H30 -5.616 2.700 -2.592
H31 -2.165 -1.080 2.858
H32 -7.027 2.274 1.630
N8 1.943 -3.156 2.719
H33 -1.287 -4.358 0.095
H34 -6.169 -3.067 -1.725
H35 4.008 0.153 -2.498
H36 0.753 -1.803 4.661
H37 3.636 3.048 -2.063
H38 -6.467 2.978 0.106
H39 2.310 0.321 -1.856
H40 1.383 -3.562 -1.091
H41 -6.076 0.352 -4.446
H42 3.779 -2.104 2.758
H43 2.126 -4.875 3.916
H44 -4.506 0.755 -3.721
S1 5.457 3.627 1.245
C14 0.102 -1.216 4.015
C15 -6.497 2.052 -2.596
C16 -6.362 -2.128 -1.193
C17 7.942 5.701 -1.996
H45 0.227 -5.023 0.719
H46 -7.209 2.436 -1.868
H47 8.479 2.301 -1.657
P3 5.372 1.692 -0.947
C18 -7.842 0.435 0.088
H48 -0.297 -3.172 -1.512
H49 0.863 -4.977 2.760
H50 -3.102 -1.590 -0.882

Charge ... 0
Gap between HOMO and LUMO ... 7.41 eV
E_LUMO ... -0.0210 hartree

***

No. 3
A molecular structure, C43H36AsCl2N8O4RbS. Source: OMol25; level of theory: the ωB97M-V functional and the def2-TZVPD basis.

Element x y z (Å)
C1 1.820 3.310 -0.349
C2 -3.236 -2.341 1.750
C3 -0.841 3.375 1.772
O1 -5.502 -2.512 0.035
C4 -2.138 0.942 -4.958
H1 -5.716 1.301 -4.300
C5 -1.235 0.361 -2.808
C6 4.022 1.459 1.692
C7 -3.638 -3.670 1.904
As1 1.627 1.361 -0.084
H2 0.616 5.648 -2.504
Rb1 -0.516 -1.566 0.639
O2 -2.683 0.396 4.785
H3 3.282 1.082 -4.830
H4 0.925 0.379 2.557
C8 3.937 0.844 4.014
C9 4.653 1.306 2.916
S1 2.751 -2.385 1.026
C10 -4.743 -1.455 -2.606
C11 -2.609 -1.687 2.847
C12 -0.374 4.234 2.755
H5 1.804 1.791 -3.021
H6 4.644 -5.673 -2.155
C13 1.823 6.083 -0.780
H7 -0.166 4.481 4.884
H8 -1.285 2.273 5.361
Cl1 -3.974 -6.020 3.197
H9 5.707 1.540 3.011
C14 -5.400 0.659 -3.488
H10 -3.207 0.906 -4.740
C15 0.803 -5.605 0.121
H11 4.584 1.819 0.837
H12 -4.135 -4.161 1.082
H13 -1.569 0.968 -0.425
C16 -4.502 -1.775 -0.127
H14 -2.993 1.349 -2.649
H15 2.035 0.140 4.722
C17 -1.532 1.819 3.300
C18 -1.118 2.632 4.355
C19 2.892 -5.726 -0.945
H16 -1.776 1.967 -4.857
C20 3.920 -6.407 -1.810
H17 5.232 -0.376 -4.349
C21 -3.446 -4.356 3.089
N1 -2.098 -0.402 2.670
N2 -1.829 1.781 -0.984
C22 -5.294 1.154 -2.201
C23 2.670 1.186 -2.781
C24 1.153 5.239 -1.657
C25 2.462 4.168 0.537
H18 4.433 0.715 4.969
H19 4.450 -7.172 -1.237
H20 -0.185 -5.990 0.365
C26 2.670 1.151 1.551
C27 2.469 5.541 0.321
H21 4.177 -0.410 -0.211
C28 4.589 -0.041 -3.544
N3 1.091 -4.412 0.608
C29 -2.447 -2.400 4.040
H22 5.642 -1.128 -2.019
H23 -2.006 -1.897 4.887
C30 1.969 0.668 2.649
N4 -4.915 0.428 -1.145
C31 2.920 0.807 -1.464
H24 0.087 5.174 2.481
H25 1.416 -7.319 -1.046
C32 -4.673 -0.870 -1.334
O3 -0.387 -0.221 -2.176
C33 3.501 0.778 -3.813
N5 -3.382 -1.640 0.539
C34 2.597 0.523 3.880
H26 -4.538 -2.513 -2.701
H27 -5.519 2.198 -1.999
H28 0.560 3.237 -2.091
C35 -2.853 -3.714 4.163
H29 -0.764 3.641 0.723
C36 1.675 -6.342 -0.660
H30 2.973 6.189 1.028
O4 -1.402 0.059 -4.126
Cl2 -2.611 -4.535 5.688
H31 -2.749 2.017 -0.617
H32 -5.141 -1.120 -4.685
H33 2.948 3.774 1.419
N6 3.213 -4.535 -0.475
C37 1.143 3.871 -1.433
C38 -0.517 3.844 4.080
C39 -5.092 -0.686 -3.693
C40 2.322 -3.894 0.332
N7 -1.395 2.191 2.025
H34 -1.977 0.592 -5.976
N8 -2.031 1.354 -2.334
C41 -2.178 0.478 3.643
H35 3.454 -6.898 -2.666
C42 4.000 -0.028 -1.207
H36 1.825 7.153 -0.945
C43 4.827 -0.450 -2.241

Charge ... -2
Gap between HOMO and LUMO ... 5.65 eV
E_LUMO ... 0.1321 hartree

***

No. 4
A single C4H6F3NO molecule at a distorted geometry. Source: OMol25; level of theory: the ωB97M-V functional and the def2-TZVPD basis.

Element x y z (Å)
C1 -0.639 0.157 0.050
F1 0.169 -1.935 -0.727
H1 0.313 0.641 2.080
F2 -1.370 -0.885 -1.863
H2 1.519 0.766 -1.716
C2 -0.865 -1.126 -0.588
H3 2.368 -0.037 0.280
H4 0.677 -0.966 1.473
H5 -2.342 0.592 0.897
O1 -1.714 0.931 0.239
C3 1.113 1.126 -0.781
C4 0.530 0.077 1.153
N1 1.607 0.531 0.321
H6 0.455 1.969 -0.803
F3 -1.820 -1.842 -0.013

ΔE to the lowest compared entry with this formula, charge and spin ... 415.36 kJ/mol
Charge ... 0
Gap between HOMO and LUMO (alpha / beta) ... 8.32 / 8.32 eV
E_LUMO (alpha / beta) ... 0.0231 / 0.0231 hartree

***

No. 5
A molecular structure, C13H17INO6RuSSe2. Source: OMol25; level of theory: the ωB97M-V functional and the def2-TZVPD basis.

Element x y z (Å)
H1 3.007 3.290 1.690
C1 -3.390 -3.016 1.048
H2 -2.993 0.469 0.833
C2 1.390 2.565 -0.439
C3 -3.008 -3.066 -1.367
H3 3.639 2.172 -2.499
H4 3.588 4.131 -0.503
H5 2.527 0.544 -1.557
C4 -1.865 -1.471 2.390
H6 4.821 2.850 -0.490
H7 -3.203 -3.502 -2.336
Ru1 0.083 -0.801 0.302
S1 -1.718 2.477 -0.595
O1 -2.570 -1.555 3.529
C5 3.118 0.713 -0.653
I1 -5.342 -0.279 1.930
H8 -3.827 -3.432 1.947
H9 1.150 2.442 -1.493
H10 4.177 0.631 -0.921
Se1 -0.033 1.613 0.540
C6 3.073 2.240 1.385
H11 -3.509 -1.679 3.313
O2 0.104 -1.127 -1.764
O3 4.355 1.751 1.770
C7 -0.937 -1.783 -2.118
C8 2.830 2.132 -0.122
C9 -3.627 -3.544 -0.196
C10 -1.934 -2.171 -1.194
Se2 2.640 -0.781 0.549
C11 -2.628 -1.720 1.085
H12 -3.879 -0.625 -0.258
C12 3.802 3.102 -0.806
O4 -0.681 -1.212 2.462
O5 3.715 3.096 -2.234
C13 -3.514 -0.483 0.755
H13 4.236 0.783 1.735
H14 2.303 1.679 1.917
N1 -1.621 -1.692 0.066
H15 -0.200 -1.801 -3.813
H16 -4.300 -4.395 -0.275
O6 -1.012 -2.159 -3.428
H17 1.231 3.616 -0.185

Spin multiplicity ... 2
ΔE to the lowest compared entry with this formula, charge and spin ... 39.73 kJ/mol
Charge ... -2
Gap between HOMO and LUMO (alpha / beta) ... 3.73 / 4.57 eV
E_LUMO (alpha / beta) ... 0.1438 / 0.1433 hartree

***

No. 6
A single C6H8F2 molecule at a distorted geometry. Source: OMol25; level of theory: the ωB97M-V functional and the def2-TZVPD basis.

Element x y z (Å)
H1 -0.642 -1.582 1.061
F1 1.373 0.809 -0.014
C1 -0.472 -0.675 0.530
H2 1.781 -2.358 0.846
C2 1.926 -1.270 0.888
H3 2.915 -1.051 0.539
H4 -2.135 2.280 0.132
H5 -2.472 -0.223 0.879
C3 -1.107 1.604 -1.496
F2 -0.523 0.638 -2.293
C4 -1.624 1.412 -0.302
C5 -1.556 0.125 0.412
C6 0.923 -0.503 0.021
H6 -1.174 2.564 -2.072
H7 0.958 -0.777 -1.079
H8 1.830 -0.993 1.950

ΔE to the lowest compared entry with this formula, charge and spin ... 69.05 kJ/mol
Charge ... 0
Gap between HOMO and LUMO ... 10.13 eV
E_LUMO ... 0.0342 hartree

***

No. 7
A molecular structure, C37H57MgOP3Si. Source: OMol25; level of theory: the ωB97M-V functional and the def2-TZVPD basis.

Element x y z (Å)
C1 -0.094 0.369 -3.408
H1 -1.159 3.362 2.571
H2 -3.449 -3.167 1.512
H3 -4.404 1.583 2.220
C2 2.558 2.465 2.152
H4 -3.256 -1.300 -3.199
H5 3.651 -1.985 -2.513
Si1 0.821 1.154 0.213
H6 4.055 -3.147 0.864
C3 -2.335 1.534 2.852
C4 2.533 -0.640 -1.248
H7 1.695 -3.046 -2.543
H8 2.970 2.723 -1.223
C5 0.372 -4.284 -1.421
H9 -1.795 5.720 -2.219
H10 -0.676 1.476 -5.199
H11 0.284 2.413 -4.048
C6 -3.734 -0.515 -2.608
H12 1.815 -1.245 1.705
H13 -4.195 -2.655 -0.002
C7 -2.334 -1.360 4.488
H14 1.127 4.167 0.484
H15 0.245 -2.140 3.952
C8 -1.582 3.587 -2.185
H16 -0.520 -3.684 -1.605
H17 -0.481 -1.766 -3.198
H18 3.217 2.670 1.314
H19 -3.873 -0.036 2.690
H20 -0.032 6.088 -0.514
H21 -1.209 -1.053 -4.638
C9 0.906 1.938 4.302
H22 -2.358 3.448 -2.926
P1 -1.357 0.766 -2.103
C10 0.376 3.994 -0.280
H23 1.088 -0.797 4.731
C11 3.499 -0.961 -2.202
C12 -1.268 4.879 -1.787
H24 5.019 -0.237 -3.528
H25 -2.755 2.210 -4.551
C13 0.163 -1.374 4.725
H26 -2.812 0.506 -4.985
H27 0.273 1.743 5.159
H28 -4.292 1.343 -4.550
H29 -2.953 -3.909 -0.011
C14 3.661 -2.219 1.279
C15 -3.235 -2.950 0.453
H30 -3.239 -0.752 4.520
H31 2.941 -5.085 -2.066
C16 2.894 2.947 3.408
H32 2.835 -4.828 -0.332
C17 2.139 -2.156 1.182
H33 -2.337 -2.001 5.372
C18 -2.008 2.840 2.128
H34 2.291 3.084 5.467
C19 1.652 -3.444 -1.522
C20 0.079 2.681 -0.657
H35 -3.664 -0.813 -1.561
H36 0.262 -4.726 -0.430
H37 -3.352 0.638 1.157
C21 -0.333 -1.026 -3.989
H38 3.962 -2.171 2.328
H39 -2.386 -2.000 3.603
H40 -1.150 0.251 5.258
C22 2.888 -4.314 -1.293
C23 0.574 1.425 3.046
H41 0.071 -1.882 5.688
P2 1.421 -1.898 -0.515
H42 0.403 -5.100 -2.148
H43 4.697 2.136 -2.871
H44 1.051 1.173 -5.043
Mg1 -0.915 -0.754 0.153
C24 3.131 1.679 -1.475
C25 2.051 2.697 4.484
C26 -3.229 1.258 -4.315
H45 0.822 0.318 -2.810
H46 3.801 3.522 3.547
C27 -3.562 0.887 2.201
P3 -0.902 0.339 2.821
O1 -2.265 -1.990 0.298
H47 0.376 -3.246 1.868
H48 0.529 -1.331 -4.588
H49 -2.874 3.506 2.160
H50 -1.774 2.657 1.076
C28 -0.282 5.083 -0.833
H51 -2.548 1.759 3.903
H52 3.819 -3.751 -1.313
C29 4.278 0.030 -2.785
C30 -3.060 0.842 -2.855
C31 0.144 1.423 -4.486
C32 4.098 1.357 -2.416
H53 -3.562 1.582 -2.221
C33 -0.927 2.487 -1.633
C34 1.465 -3.347 1.864
C35 -1.067 -0.504 4.471
H54 -4.785 -0.473 -2.902
C36 2.332 0.704 -0.872
H55 1.713 -4.287 1.371
H56 1.808 -3.430 2.898
H57 4.129 -1.385 0.755
C37 1.393 1.724 1.935

ΔE to the lowest compared entry with this formula, charge and spin ... 0.00 kJ/mol
Charge ... 0
Gap between HOMO and LUMO ... 7.04 eV
E_LUMO ... 0.0271 hartree

***

No. 8
A molecular structure, C17H44NO11Tl2 at a distorted geometry. Source: OMol25; level of theory: the ωB97M-V functional and the def2-TZVPD basis.

Element x y z (Å)
H1 -23.230 8.573 5.577
H2 -25.107 1.474 0.675
C1 -28.839 3.486 6.982
O1 -23.005 5.454 2.349
H3 -25.801 4.123 9.333
H4 -28.411 4.605 5.095
H5 -23.414 4.632 6.129
H6 -24.145 2.185 3.191
C2 -23.049 7.556 5.228
Tl1 -22.791 1.115 5.938
C3 -28.208 2.372 7.820
H7 -29.795 3.095 6.630
O2 -22.618 2.977 3.819
H8 -19.462 0.880 3.693
O3 -20.425 6.333 1.181
O4 -24.623 3.511 7.186
H9 -18.703 1.588 1.088
H10 -23.941 7.332 4.637
H11 -26.271 5.048 3.911
H12 -23.527 1.764 1.009
O5 -23.227 -0.322 3.029
O6 -20.692 3.161 1.218
H13 -26.291 6.549 6.310
O7 -24.875 1.996 2.591
H14 -28.811 2.165 8.703
H15 -19.664 6.894 1.000
C4 -22.916 6.144 1.121
H16 -19.590 2.777 6.127
H17 -22.795 -1.179 3.006
O8 -21.848 7.460 4.461
O9 -19.232 1.610 3.113
H18 -26.418 1.227 9.717
C5 -26.781 5.775 6.901
H19 -21.606 7.818 0.378
O10 -22.692 5.216 5.886
C6 -20.761 1.689 1.287
C7 -24.402 1.314 1.492
H20 -25.054 1.576 8.936
C8 -26.836 3.777 9.339
H21 -29.142 4.342 7.587
H22 -21.604 1.342 1.885
C9 -25.787 4.655 4.804
H23 -19.263 0.120 1.727
H24 -28.209 1.441 7.251
H25 -21.186 3.381 0.423
C10 -24.062 -0.162 1.908
C11 -23.002 6.521 6.317
H26 -25.048 -0.566 2.150
H27 -20.965 1.349 0.270
H28 -23.830 4.968 2.245
H29 -26.152 0.577 8.002
N1 -25.974 3.380 7.017
H30 -23.864 6.662 0.968
C12 -21.668 7.068 1.166
H31 -27.785 6.096 7.170
H32 -21.635 8.344 4.149
H33 -27.517 4.589 9.093
H34 -22.267 6.819 7.068
C13 -27.981 3.891 5.798
H35 -27.907 3.041 5.114
Tl2 -20.442 4.714 3.739
H36 -27.074 3.383 10.325
C14 -26.738 2.711 8.174
O11 -20.506 2.797 5.789
H37 -22.805 5.511 0.237
H38 -26.136 5.819 7.780
H39 -23.907 6.571 6.928
H40 -24.907 5.285 4.931
H41 -21.802 7.619 2.098
H42 -23.710 -0.805 1.100
C15 -19.438 1.195 1.793
C16 -26.583 4.407 6.148
C17 -26.108 1.420 8.690
H43 -25.386 3.690 4.485
H44 -22.490 2.591 2.934

Charge ... +3
Gap between HOMO and LUMO ... 3.82 eV
E_LUMO ... -0.4975 hartree

***

Across the entries above, E takes the values -13013.30863; -80999.30811; -162663.34676; -15932.03152; -179743.03046; -11785.16240; -82533.16141; -51705.01174 eV, respectively.